{"formula": "C29H34BCoN2O4P", "method": "ωB97M-V/def2-TZVPD", "charge": 1, "max_force_ev_per_a": 0.27, "molar_mass_g_mol": 575.3, "homo_ev": -11.5220, "species": ["Co", "C", "C", "C", "O", "C", "O", "O", "H", "H", "H", "H", "H", "H", "H", "C", "C", "C", "C", "C", "O", "C", "N", "C", "C", "C", "C", "C", "C", "P", "C", "C", "C", "C", "C", "C", "C", "C", "C", "C", "C", "C", "H", "H", "H", "H", "H", "H", "H", "H", "H", "H", "H", "H", "H", "H", "H", "H", "H", "H", "H", "H", "H", "H", "H", "H", "B", "C", "N", "H", "H", "H"], "xyz": [[-0.2182, 1.1988, 0.3331], [3.7002, 1.1525, 1.3589], [2.8084, 1.9749, 0.4431], [3.3048, 3.4089, 0.3157], [2.7056, 1.3754, -0.8605], [1.3688, 1.9893, 0.9725], [0.9727, 2.8601, 1.6978], [0.1592, 2.1867, -1.3292], [4.7259, 1.1801, 0.9827], [3.3710, 0.1182, 1.4149], [3.6983, 1.5796, 2.3616], [4.3211, 3.4104, -0.0814], [3.3052, 3.8973, 1.2880], [2.6673, 3.9853, -0.3562], [3.5922, 1.1515, -1.1671], [-0.6445, 3.2658, -1.8700], [-2.0531, 3.2099, -1.2853], [-2.1125, 3.7267, 0.1515], [-2.6028, 1.7948, -1.4531], [-4.0928, 1.5551, -1.2286], [-4.1173, 0.1922, -0.7140], [-2.8974, -0.0376, -0.2301], [-2.0211, 0.8634, -0.4743], [-2.6343, -1.3071, 0.4472], [-3.7087, -2.0317, 0.9423], [-3.5004, -3.2567, 1.5592], [-2.2169, -3.7562, 1.6619], [-1.1362, -3.0377, 1.1572], [-1.3215, -1.8038, 0.5547], [0.1243, -0.9031, -0.1267], [1.5809, -1.6949, 0.5897], [1.7337, -1.7527, 1.9780], [2.8743, -2.3201, 2.5220], [3.8711, -2.8192, 1.6929], [3.7227, -2.7613, 0.3149], [2.5781, -2.2048, -0.2393], [0.0954, -1.3049, -1.8948], [-0.7127, -2.3422, -2.3622], [-0.7178, -2.6670, -3.7111], [0.0810, -1.9651, -4.6014], [0.8909, -0.9355, -4.1416], [0.8964, -0.6044, -2.7960], [-0.1646, 4.2160, -1.6315], [-0.6747, 3.1347, -2.9527], [1.0921, 2.2090, -1.5988], [-2.6530, 3.8725, -1.9168], [-1.4255, 3.2145, 0.8324], [-3.1092, 3.6205, 0.5781], [-1.8486, 4.7834, 0.1824], [-2.3244, 1.4341, -2.4518], [-4.6926, 1.5794, -2.1325], [-4.5257, 2.2065, -0.4683], [-4.7069, -1.6279, 0.8463], [-4.3385, -3.8112, 1.9573], [-2.0406, -4.7097, 2.1409], [-0.1447, -3.4582, 1.2405], [0.9717, -1.3633, 2.6413], [2.9817, -2.3680, 3.5974], [4.7610, -3.2595, 2.1229], [4.4926, -3.1599, -0.3324], [2.4637, -2.1777, -1.3147], [-1.3391, -2.9015, -1.6810], [-1.3464, -3.4736, -4.0638], [0.0757, -2.2224, -5.6522], [1.5224, -0.3916, -4.8317], [1.5456, 0.1817, -2.4382], [-1.3020, -0.5688, 4.3995], [-0.9269, 0.1567, 3.0652], [-0.6432, 0.5565, 2.0188], [-1.7597, 0.2345, 5.1719], [-0.2681, -1.0692, 4.7971], [-2.1130, -1.4083, 4.0576]], "forces_ev_per_angstrom": [[0.147, 0.024, 0.084], [0.018, 0.009, -0.005], [0.004, 0.044, 0.068], [0.023, -0.022, -0.011], [-0.042, -0.048, -0.032], [0.052, -0.006, -0.119], [-0.139, -0.034, -0.036], [-0.098, -0.149, 0.002], [0.000, 0.002, 0.008], [-0.003, 0.000, -0.017], [0.006, -0.007, 0.006], [0.001, 0.000, 0.005], [0.001, 0.003, -0.001], [-0.007, 0.000, 0.007], [0.006, 0.019, 0.002], [-0.008, -0.004, 0.004], [0.023, 0.019, 0.015], [0.004, 0.007, 0.003], [-0.011, -0.002, 0.015], [0.013, 0.007, -0.023], [-0.003, 0.011, -0.021], [0.015, -0.085, 0.027], [0.054, 0.044, 0.042], [-0.037, 0.058, 0.009], [-0.003, -0.014, 0.006], [0.011, 0.006, -0.002], [-0.011, -0.002, 0.000], [0.029, 0.005, 0.005], [0.014, 0.025, -0.059], [-0.042, -0.072, -0.013], [0.030, 0.035, -0.039], [-0.024, 0.001, 0.018], [-0.028, -0.014, 0.006], [0.004, -0.002, -0.011], [0.005, -0.004, 0.010], [0.002, 0.001, 0.017], [-0.062, -0.025, 0.023], [0.005, 0.038, -0.019], [0.009, 0.016, -0.026], [-0.021, -0.015, 0.008], [-0.001, 0.013, 0.012], [0.039, 0.016, -0.013], [-0.013, 0.011, 0.004], [0.003, -0.001, -0.001], [0.055, 0.021, 0.026], [0.001, 0.002, -0.003], [-0.012, -0.001, -0.015], [-0.008, 0.009, -0.007], [0.002, 0.000, -0.001], [-0.001, -0.012, -0.001], [-0.002, -0.005, 0.003], [0.003, -0.003, 0.008], [0.000, 0.000, 0.001], [0.001, 0.003, 0.006], [0.002, -0.002, -0.004], [0.025, 0.005, 0.018], [0.009, -0.034, -0.012], [-0.004, -0.003, 0.000], [0.001, 0.001, -0.002], [-0.002, 0.001, -0.001], [0.005, -0.007, -0.001], [0.006, -0.011, 0.006], [-0.001, -0.001, 0.000], [0.002, -0.001, 0.000], [0.000, -0.003, -0.003], [-0.009, 0.003, 0.012], [-0.005, -0.030, 0.014], [-0.066, -0.137, -0.056], [0.006, 0.264, 0.069], [0.019, -0.013, -0.011], [-0.025, 0.017, -0.021], [0.028, 0.026, 0.017]]}